Density functional theory data (ωB97M-V with the def2-TZVPD basis set) for an isolated molecule of C2H2O2S in a non-equilibrium geometry.

XYZ file:
```
7
C2H2O2S | the Open Molecules 2025 dataset | ωB97M-V with the def2-TZVPD basis set
C -0.7493 0.3718 0.3073
C 0.7327 0.0144 0.3322
H -1.9074 1.7269 1.4775
H 1.1173 0.4673 1.2860
O -0.9367 1.4238 1.2301
O -1.5659 -0.0518 -0.4872
S 1.3069 -0.9680 -0.7840
```

As for the energy above the lowest of the compared OMol25 structures with the same formula, charge and spin: 64.23 kJ/mol. For the HOMO energy, the calculation gives -9.44 eV. The total energy comes out at -626.0379 Eh. Its HOMO-LUMO gap is 8.06 eV.

Atom charges from the Löwdin analysis, given in e for atoms 1 to 4: -0.557 -0.584 0.181 0.085